1.
# C32H40N2O5

The molecule C32H40N2O5 (the ωB97M-V functional and the def2-TZVPD basis, the Open Molecules 2025 dataset).

The geometry in XYZ format:
```
79
Properties=species:S:1:pos:R:3:forces:R:3:lowdin_charge:R:1
O -3.5551 -1.4418 9.1093 -0.1 -0.2 0.4 -0.104
O -1.0523 1.5424 4.7344 -0.2 -2.1 -0.9 0.057
O 1.9080 -0.4398 2.8236 0.3 1.0 0.3 -0.030
O 7.3061 -4.9075 5.6713 -1.3 0.4 0.0 0.078
O 1.3674 1.3951 4.0224 -0.7 -3.4 -0.6 0.081
N 4.0010 -3.6108 5.5520 0.3 -0.3 0.0 -0.001
N 5.1740 -5.3619 6.4122 0.5 0.3 -0.4 -0.039
C 3.8686 -0.3156 1.5033 0.4 -0.2 -0.5 -0.059
C -0.9094 -2.8149 6.8922 0.6 0.1 -0.3 -0.035
C 7.8355 -2.4830 3.6238 0.2 -0.4 -0.3 -0.039
C -1.9010 -2.7965 7.8756 -0.9 0.7 0.5 -0.019
C 6.9199 -3.3830 3.0666 0.0 0.2 -0.3 -0.226
C 7.3021 -4.1804 1.9812 0.3 0.1 0.4 -0.041
C -1.1450 0.4610 4.1457 -1.3 1.7 1.3 -0.312
C 2.8063 -5.7566 5.9697 0.2 -0.2 -0.1 0.001
C 1.7080 -2.6853 5.5997 1.5 -0.7 -1.5 -0.062
C 1.1083 0.2245 3.6781 0.2 2.0 0.4 -0.431
C -0.0793 -0.6551 4.1480 2.3 -0.6 -1.3 -0.126
C 9.1555 -2.4601 3.1626 -0.3 0.0 0.0 -0.076
C 5.5042 -3.4855 3.5915 -0.1 -0.2 -0.6 -0.088
C 3.8512 -4.7498 6.4762 -0.4 -0.3 0.2 -0.469
C 5.5572 -6.5265 7.1726 -0.2 -0.2 0.3 -0.014
C -1.0070 -0.4163 6.7793 0.0 -0.1 0.2 -0.038
C 8.6202 -4.1459 1.5171 0.0 0.2 0.1 -0.083
C 3.5692 -4.3539 7.9389 0.0 0.1 0.0 0.007
C -0.3550 -1.8138 3.1667 0.4 0.0 -0.8 -0.118
C 3.0119 -2.7483 5.1541 -1.0 0.4 0.7 -0.040
C 0.8281 -1.4874 5.5024 -1.0 3.3 0.7 -0.110
C 5.3957 -3.4486 5.1084 -0.2 0.2 0.2 -0.172
C 6.1100 -4.6325 5.7494 0.8 -0.4 0.0 -0.377
C -0.4052 -1.6164 6.3585 0.2 -0.2 1.8 -0.207
C -3.9437 -2.5046 9.9977 0.3 0.5 -0.6 -0.066
C 9.5579 -3.2944 2.1148 -0.4 0.0 0.1 -0.090
C -2.8828 -1.1266 3.1782 -0.2 -0.2 -0.3 -0.199
C -1.8000 -2.0810 2.6936 0.1 -0.3 -0.6 -0.184
C -2.1001 -0.3744 7.6106 -0.1 -1.0 0.6 0.022
C -2.5222 -1.5737 8.2337 0.4 -0.5 -0.6 -0.272
C 2.9192 0.4750 2.3578 0.7 -0.2 -0.4 -0.223
C -2.3603 0.2958 3.2095 0.7 0.0 0.4 -0.097
H 0.2407 -1.5085 2.2835 -0.5 -0.7 0.3 0.115
H 1.4068 -3.5631 6.1757 -0.4 0.9 -0.1 0.055
H -2.0896 -3.1286 2.8655 0.1 0.3 0.2 0.109
H 3.1910 -6.2382 5.0560 -0.3 0.2 0.3 0.102
H 4.2962 -1.1698 2.0527 -0.2 0.4 -0.2 0.052
H 7.5154 -1.8331 4.4421 0.3 -0.2 -0.3 0.110
H -3.7102 -1.1585 2.4589 0.0 -0.1 0.2 0.110
H 1.4382 -0.5220 5.7158 -1.0 -1.9 0.6 0.164
H -1.9993 0.6287 2.2161 -0.3 -0.2 0.2 0.140
H -1.7379 -1.9843 1.6001 -0.3 -0.1 0.1 0.107
H 1.8477 -5.2747 5.7602 0.2 -0.3 0.0 0.065
H -0.6256 0.5251 6.4038 0.1 -0.2 0.2 0.106
H 3.3515 -1.9995 4.4411 0.1 0.1 0.3 0.120
H 5.5550 -6.3217 8.2487 0.0 0.0 -0.1 0.094
H -3.3033 -1.4322 4.1467 0.3 0.2 -0.1 0.118
H -3.1262 -2.7789 10.6750 -0.1 0.0 -0.2 0.095
H -4.7682 -2.0703 10.5629 0.1 -0.2 0.0 0.089
H 2.4232 1.2778 1.7886 0.3 -0.2 0.3 0.138
H 2.6530 -6.5279 6.7371 0.0 0.2 -0.3 0.084
H -2.6051 0.5592 7.8460 0.2 -0.2 0.1 0.125
H 6.5651 -4.8575 1.5376 0.3 0.2 0.1 0.112
H 5.0515 -4.4279 3.2274 0.2 0.4 0.2 0.137
H -0.5137 -3.7959 6.5663 -0.2 0.7 0.3 0.109
H 0.0859 -2.7850 3.5003 -0.2 0.9 0.0 0.121
H 2.7415 -3.6393 8.0027 0.1 -0.2 0.0 0.081
H -3.1329 0.9931 3.5653 0.4 -0.1 -0.2 0.126
H 4.7028 0.3269 1.1848 -0.2 -0.2 0.1 0.088
H -2.1927 -3.7252 8.3796 0.0 0.4 -0.4 0.103
H 4.8875 -2.6759 3.1676 0.2 -0.2 0.2 0.089
H 4.4752 -3.9066 8.3763 -0.4 0.0 -0.1 0.099
H 3.3690 -0.6983 0.5995 0.2 0.1 0.3 0.087
H 8.9177 -4.7915 0.6906 -0.1 0.2 0.2 0.101
H 4.8749 -7.3571 6.9781 0.0 0.0 0.0 0.090
H 3.4405 0.8992 3.2256 -0.2 0.0 -0.3 0.130
H 9.8672 -1.7883 3.6393 -0.1 -0.1 -0.2 0.102
H -4.2946 -3.3836 9.4456 0.1 0.1 0.1 0.087
H 3.3073 -5.2551 8.5176 0.1 0.4 -0.2 0.087
H 5.8432 -2.5185 5.5066 -0.2 -0.3 -0.1 0.158
H 6.5662 -6.8209 6.8793 -0.2 0.2 0.0 0.096
H 10.5907 -3.2720 1.7636 -0.3 0.0 0.1 0.100
```
Positions in Å, forces in eV/Å.

For the gap between HOMO and LUMO, the calculation gives 7.97 eV. Its SMILES is CCOC(=O)[C@]1([C@H](/C=C/N2[C@H](Cc3ccccc3)C(=O)N(C)C2(C)C)c2ccc(OC)cc2)CCCCC1=O. Its energy above the lowest of the compared OMol25 structures with the same formula, charge and spin is 26.5 kJ/mol. The calculation puts the LUMO energy at 0.330 eV. As for the HOMO energy: -0.281 hartree. As for the net charge: 0.

2.
# C3H12N2O

A cluster of 2 separate species, C3H12N2O in total (the ωB97M-V functional and the def2-TZVPD basis, the Open Molecules 2025 dataset).

The geometry in XYZ format:
```
18
Properties=species:S:1:pos:R:3:forces:R:3:lowdin_charge:R:1
O -0.5516 -2.9147 -0.8335 -0.2 -0.6 -0.1 0.134
N -0.6687 -0.5107 -0.5886 0.3 -1.9 0.5 -0.127
N 1.0105 0.9019 0.9333 0.1 0.3 -0.3 0.062
C -2.1411 -0.3364 -0.4992 0.5 0.2 -0.2 -0.066
C 1.8494 1.8232 0.0986 -0.7 0.2 0.0 -0.035
C -0.2322 -1.9073 -0.0622 -0.2 2.6 0.3 -0.329
H 0.5541 1.4463 1.6660 -0.1 -0.2 -0.1 0.150
H -2.4505 -0.2856 0.5424 0.0 0.0 0.0 0.089
H 1.5897 0.2175 1.4024 0.1 -0.2 0.1 0.134
H -0.4608 -0.6598 -1.5674 0.2 0.7 -0.4 0.120
H 0.8637 -1.8160 0.0365 0.1 -0.5 -0.1 0.143
H -2.3527 0.6018 -1.0062 -0.4 0.0 0.1 0.090
H 2.5916 2.3512 0.6866 0.1 -0.2 0.1 0.096
H 0.2365 0.3554 0.2393 0.0 0.2 0.2 0.100
H -0.6242 -1.9273 0.9660 -0.1 -0.7 0.0 0.153
H 1.1446 2.5505 -0.3010 0.2 0.1 -0.2 0.098
H -2.6580 -1.1538 -0.9995 -0.1 0.0 0.0 0.093
H 2.2996 1.2638 -0.7136 0.1 0.0 0.0 0.095
```
Positions in Å, forces in eV/Å.

For the gap between HOMO and LUMO (spin up / spin down), the calculation gives 11.47 / 8.50 eV. Its energy above the lowest of the compared OMol25 structures with the same formula, charge and spin is 40.4 kJ/mol. The calculation puts the LUMO energy (spin up / spin down) at -3.273 / -5.980 eV. As for the HOMO energy (spin up / spin down): -0.542 / -0.532 hartree. As for the spin multiplicity: 2. As for the net charge: +1.

3.
# C11H38N6O8

A cluster of 8 separate species, C11H38N6O8 in total (the ωB97M-V functional and the def2-TZVPD basis, the Open Molecules 2025 dataset).

The geometry in XYZ format:
```
63
Properties=species:S:1:pos:R:3:forces:R:3:lowdin_charge:R:1
O 20.2083 -3.5292 3.0142 0.4 0.1 0.1 -0.116
O 8.6433 0.8417 8.1466 0.3 -0.6 -0.3 -0.091
O 21.5890 -10.7867 5.8024 -0.7 0.0 -1.2 0.033
O 12.0620 -6.1550 13.3052 0.9 -0.8 1.0 -0.121
O 10.1753 -3.5515 -0.1537 -0.2 1.4 0.6 0.052
O 9.3991 -8.7349 6.3333 0.1 0.3 0.0 -0.082
O 15.0895 -5.5037 4.9749 0.2 -0.2 0.0 0.010
O 16.9529 -6.9655 11.6908 -0.6 -0.5 -0.5 -0.080
N 10.9865 -5.6112 0.0648 4.2 -2.7 3.2 0.160
N 16.6338 -6.0135 6.5050 4.6 0.2 0.9 0.162
N 22.4199 -9.0707 6.9102 2.8 7.3 -0.5 0.172
N 9.4472 -5.2984 -1.3098 -4.1 -0.5 -3.9 0.148
N 14.5961 -6.5096 6.8988 -2.9 -1.8 2.7 0.162
N 21.7801 -10.7612 7.9800 -1.0 -3.0 5.7 0.157
C 15.4256 -6.0020 6.0505 -1.5 2.1 -3.9 -0.803
C 21.8511 -10.1905 6.8314 -0.7 -4.1 -3.1 -0.841
C 10.1242 -10.9556 5.7859 -0.7 0.7 0.6 -0.089
C 9.6052 -10.0311 6.8613 0.3 -0.4 -0.4 -0.360
C 18.2013 -6.7445 12.2973 -0.3 -0.1 -0.1 -0.356
C 9.7449 -0.1043 8.0323 -1.0 0.2 1.2 -0.307
C 10.2109 -4.7219 -0.4413 0.1 1.7 0.4 -0.831
C 18.6278 -5.3126 12.1940 1.2 -0.4 0.6 -0.095
C 19.2795 -3.0220 2.0877 -0.9 -0.3 -0.3 -0.182
C 11.2816 -5.5298 12.3418 0.1 0.8 -0.3 -0.185
C 9.6908 -0.9317 6.8116 0.7 -1.0 -2.3 -0.115
H 9.0313 -8.2638 7.0845 -0.1 0.5 -0.2 0.077
H 19.6560 -5.3850 12.5488 0.3 0.7 0.3 0.071
H 18.8353 -3.8951 1.6097 0.1 0.0 -0.2 0.080
H 10.0132 -11.9736 6.1591 0.2 -0.1 -0.3 0.076
H 10.4227 -9.9901 7.5811 -0.6 0.0 0.9 0.107
H 8.8093 -1.5169 6.5498 -0.9 1.0 0.3 0.079
H 10.0691 -0.3879 5.9460 -0.6 0.2 -0.2 0.076
H 9.5162 -6.2703 -1.5758 -0.4 0.5 0.2 0.110
H 20.7112 -2.8109 3.4051 0.0 0.1 0.0 0.072
H 21.5361 -11.7340 8.0988 -0.1 0.3 -0.5 0.124
H 11.7133 -7.0312 13.4850 0.0 0.1 0.1 0.074
H 11.9463 -5.0061 11.6548 0.1 -0.4 -0.4 0.075
H 11.0039 -6.5547 -0.2951 0.2 0.3 0.6 0.112
H 18.1556 -7.0733 13.3355 0.2 0.1 0.2 0.111
H 19.6644 -2.3592 1.3128 0.5 -0.1 0.0 0.074
H 11.1698 -10.6690 5.6729 -0.1 -0.4 -0.8 0.078
H 9.6772 -0.8067 8.8630 0.3 0.3 0.4 0.106
H 10.7454 -4.7018 12.8054 -0.7 -0.3 0.0 0.074
H 22.5435 -8.5043 6.0831 -0.1 -0.2 0.2 0.132
H 10.6421 0.5122 8.0881 0.2 -0.4 0.0 0.111
H 11.4975 -5.3531 0.8969 0.3 -0.3 -0.3 0.127
H 10.3343 -1.8097 6.7554 0.9 0.2 1.0 0.072
H 16.2587 -6.6518 12.2750 0.0 0.1 0.0 0.082
H 17.3687 -5.7064 5.8839 0.0 -0.1 0.4 0.126
H 8.6057 -4.7619 -1.4653 0.0 -0.5 -0.7 0.122
H 18.7278 -4.9600 11.1675 -0.6 0.1 0.1 0.079
H 13.6388 -6.6749 6.6223 0.3 -0.1 0.3 0.126
H 16.8328 -6.4903 7.3728 0.5 0.3 -0.4 0.109
H 10.6652 -6.2719 11.8343 -0.3 0.5 -0.2 0.083
H 22.6301 -8.6353 7.7970 0.0 -0.1 -0.4 0.117
H 18.0548 -4.6933 12.8841 0.0 0.3 -0.4 0.078
H 22.0323 -10.2875 8.8357 -0.1 -0.2 -0.3 0.107
H 15.0473 -6.9301 7.6985 -1.2 -0.3 0.1 0.107
H 18.4395 -2.4971 2.5428 0.0 0.1 0.4 0.073
H 8.2291 0.6876 8.9988 0.0 0.1 -0.1 0.068
H 8.6261 -10.3809 7.1885 0.2 -0.3 0.7 0.112
H 9.4437 -10.7541 4.9587 0.6 -0.4 -0.6 0.080
H 18.9455 -7.3767 11.8129 -0.2 -0.2 -0.2 0.109
```
Positions in Å, forces in eV/Å.

For the gap between HOMO and LUMO, the calculation gives 9.58 eV. Its SMILES is NC(N)=O.NC(N)=O.NC(N)=O.CCO.CCO.CCO.CO.CO. Its energy above the lowest of the compared OMol25 structures with the same formula, charge and spin is 292.8 kJ/mol. The calculation puts the LUMO energy at 0.062 eV. As for the HOMO energy: -0.350 hartree. As for the net charge: 0.

4.
# C23H33BrN7OPtS2

A structure of composition C23H33BrN7OPtS2 (the ωB97M-V functional and the def2-TZVPD basis, the Open Molecules 2025 dataset).

The geometry in XYZ format:
```
68
Properties=species:S:1:pos:R:3:forces:R:3:lowdin_charge:R:1
Pt -0.1001 0.1784 0.0047 0.0 -0.2 0.1 1.165
Br -2.8292 -6.4873 1.3715 0.0 0.0 0.0 0.789
S 2.9891 -1.7827 0.9604 -0.1 0.0 -0.1 0.566
S 1.9106 -4.2807 2.2413 -0.2 0.0 0.0 0.597
O 3.2059 -2.3280 3.4349 -0.2 0.1 -0.1 -0.277
N 4.0040 1.3365 -0.0166 -0.1 0.0 0.0 -0.135
N 1.7125 1.0343 0.2587 -0.1 0.3 -0.2 -0.031
N 0.6983 -0.7659 -1.6953 -0.1 0.2 0.0 0.002
N -1.7441 1.9582 -1.5618 -0.1 0.0 -0.1 0.087
N 2.3890 -1.5068 -3.1224 0.0 0.0 0.0 0.189
N -1.8901 -0.7590 -0.4677 0.1 0.1 0.1 -0.065
N 2.8518 0.1142 -1.5779 -0.1 0.1 -0.2 0.158
C 2.6845 -2.8115 2.2847 0.4 -0.1 0.2 -1.369
C -2.1156 -2.1081 -0.0153 0.0 -0.1 0.0 -0.275
C 1.9172 -0.7411 -2.1073 0.0 -0.1 0.3 -0.499
C -0.6993 0.4391 3.0009 -0.2 -0.3 -0.3 -0.644
C 4.0496 2.0959 1.2252 0.0 0.0 0.0 -0.034
C 0.7913 0.6529 3.4109 0.0 0.2 0.0 -0.023
C -1.0295 -2.9486 0.2053 -0.1 0.0 0.0 -0.047
C -1.7811 3.1571 -2.1228 0.1 0.0 0.1 -0.112
C -0.7390 0.9636 1.6208 0.2 -0.1 0.0 -0.059
C 3.0670 -3.0935 4.6314 0.0 0.0 0.0 -0.135
C -2.5372 -4.7122 0.8099 0.0 0.0 0.0 -0.677
C -2.7808 1.1422 -1.7717 0.0 0.1 -0.1 -0.263
C 2.8071 0.8418 -0.4108 0.3 -0.3 0.3 -0.488
C -3.4108 -2.5612 0.2284 0.0 0.0 0.0 -0.033
C -2.7755 -0.2149 -1.2130 -0.1 -0.1 -0.1 -0.050
C -3.8873 1.5023 -2.5350 0.0 0.0 0.0 -0.002
C 5.2318 0.6041 -0.3496 0.1 0.0 -0.1 -0.041
C -1.2460 -4.2595 0.6039 0.1 0.0 0.0 -0.117
C -2.8431 3.6084 -2.9006 0.0 0.0 0.0 -0.030
C -3.9188 2.7660 -3.1062 0.0 0.0 0.0 -0.036
C -3.6222 -3.8641 0.6407 0.0 0.0 0.0 -0.108
C -1.6122 1.2345 3.9290 -0.1 0.0 0.1 -0.047
C -0.9787 -1.0702 3.0705 0.0 0.1 0.1 -0.028
H 3.7395 0.1279 -2.0493 0.0 0.0 0.0 0.132
H 1.4794 0.0935 2.7758 0.0 -0.1 0.0 0.048
H -4.2649 -1.9010 0.1501 0.0 0.0 0.0 0.115
H 6.0563 1.0840 0.1681 0.0 0.0 0.0 0.096
H -4.7058 0.8095 -2.6799 0.0 0.0 0.0 0.121
H 5.4706 0.6649 -1.4141 0.0 0.0 0.0 0.088
H -0.9700 -1.3788 4.1174 0.0 0.0 0.0 0.102
H -2.8153 4.5993 -3.3316 0.0 0.0 0.0 0.115
H 1.0557 1.7136 3.4519 0.0 0.0 0.0 0.096
H 0.1589 -1.5134 -2.1117 0.0 0.0 0.0 0.083
H 3.2655 2.8528 1.2358 0.0 0.0 0.0 0.096
H -1.9561 -1.3179 2.6546 0.0 0.0 0.0 0.084
H -4.6236 -4.2152 0.8460 0.0 0.0 0.0 0.109
H -0.0042 -2.6041 0.1100 0.0 0.0 0.0 0.072
H -0.9229 3.7956 -1.9458 0.0 0.0 0.0 0.116
H -4.7651 3.0784 -3.7024 0.0 0.0 0.0 0.119
H -1.1165 1.9952 1.5684 0.1 0.0 0.0 0.085
H 5.0017 2.6158 1.2763 0.0 0.0 0.0 0.098
H -0.3902 -4.8963 0.7791 0.0 0.0 0.0 0.059
H 0.8854 0.2545 4.4226 0.0 0.0 0.0 0.110
H 5.1595 -0.4379 -0.0264 0.0 0.0 0.0 0.051
H 2.0188 -3.3068 4.8397 0.0 0.0 0.0 0.064
H 3.5047 -2.4786 5.4145 0.0 0.0 0.0 0.087
H 3.3699 -1.7349 -3.1322 0.0 0.0 0.0 0.120
H -1.4895 0.8930 4.9571 0.0 0.0 0.0 0.095
H 3.6013 -4.0392 4.5494 0.0 0.0 0.0 0.078
H 1.9134 1.4023 1.1717 0.0 0.0 0.1 0.025
H -1.3776 2.3000 3.8977 0.0 0.0 0.0 0.089
H -0.2108 -1.6334 2.5416 0.0 -0.1 -0.1 0.067
H 3.9532 1.4394 2.0975 0.0 0.0 0.0 0.106
H -3.6334 -0.8160 -1.5050 0.0 0.0 0.0 0.130
H 1.7932 -2.2474 -3.4533 0.0 0.0 0.0 0.120
H -2.6616 1.1032 3.6594 0.0 0.0 0.0 0.093
```
Positions in Å, forces in eV/Å.

For the gap between HOMO and LUMO, the calculation gives 4.91 eV. Its energy above the lowest of the compared OMol25 structures with the same formula, charge and spin is 229.7 kJ/mol. The calculation puts the LUMO energy at -3.958 eV. As for the HOMO energy: -0.326 hartree. As for the net charge: +1.